Entry 1:
The following is a DFT calculation (ωB97M-V with the def2-TZVPD basis set) of 6 unconnected molecules or ions with the total composition C20H56N4O8.

Each line ends with the Löwdin charge.
CARTESIAN COORDINATES (ANGSTROEM)
C -2.321493 -4.066913 -1.770600  -0.05
O -0.937683 -4.126683 -2.196630  -0.22
C -0.309083 -5.264423 -1.765850  -0.21
C -0.041003 -5.284713 -0.202550  -0.38
C 0.996637 -4.248483 0.263330  -0.05
N 0.482007 -6.638673 0.081090  0.03
H -2.864303 -4.992503 -1.962280  0.10
H -2.804073 -3.274883 -2.343240  0.10
H -2.400643 -3.851433 -0.705050  0.07
H -0.959973 -6.121243 -1.939910  0.11
H 0.500247 -5.306063 -2.494780  0.14
H -0.986863 -5.124903 0.315060  0.12
H 1.200767 -4.423783 1.319600  0.08
H 0.618537 -3.226273 0.248460  0.04
H 1.895007 -4.266433 -0.353690  0.08
H 0.902227 -6.711583 0.996620  0.06
H -0.351223 -7.195293 0.207600  0.07
C 1.233387 4.292367 -0.354370  -0.03
O -0.130013 3.827667 -0.637520  -0.23
C -0.889343 4.745897 -1.414910  -0.17
C -1.649873 5.671187 -0.416780  -0.45
C -2.580433 4.896907 0.523650  -0.05
N -2.471263 6.568237 -1.108110  0.01
H 1.865377 3.589917 0.189010  0.07
H 1.213077 5.185587 0.270000  0.09
H 1.775787 4.629837 -1.237560  0.08
H -0.357233 5.362057 -2.139690  0.12
H -1.548423 4.166227 -2.061210  0.13
H -0.911813 6.279617 0.105890  0.13
H -2.747733 5.465357 1.438520  0.08
H -2.170103 3.948327 0.869940  0.07
H -3.540603 4.656547 0.067150  0.08
H -2.863053 7.274697 -0.501890  0.09
H -2.168423 6.939537 -1.997220  0.08
C 1.998387 1.513897 2.362740  -0.09
O 1.414817 0.384287 3.008360  -0.17
C 0.028477 0.480387 2.996490  -0.23
C -0.625083 -0.735583 3.688930  -0.37
C -0.412333 -1.926823 2.726350  -0.07
N -2.088703 -0.504863 3.778340  0.04
H 1.564217 1.635887 1.370410  0.05
H 3.046467 1.353727 2.109810  0.09
H 1.834417 2.434957 2.922070  0.09
H -0.251613 1.363307 3.571030  0.13
H -0.356783 0.526207 1.977880  0.11
H -0.300043 -0.870763 4.720520  0.14
H 0.658927 -2.043323 2.562220  0.07
H -0.616953 -1.613923 1.702470  0.04
H -0.871553 -2.884453 2.971650  0.08
H -2.445263 -0.506653 2.833370  0.02
H -2.384823 -1.428083 4.061310  0.06
C 3.276577 -1.801733 -0.101640  -0.09
O 3.840277 -0.493703 -0.221720  -0.22
C 3.979277 0.141427 -1.501010  -0.19
C 3.891187 1.663517 -1.459440  -0.43
C 3.827847 2.254577 -2.831490  -0.07
N 5.160957 2.068517 -0.836460  0.04
H 2.204107 -1.719343 0.074740  0.06
H 3.767547 -2.271603 0.750570  0.09
H 3.453197 -2.368463 -1.015820  0.09
H 4.823407 -0.235853 -2.078250  0.13
H 3.080397 -0.262673 -1.966640  0.11
H 3.023027 2.043987 -0.921260  0.10
H 3.030037 1.740047 -3.367080  0.08
H 4.738117 2.212067 -3.429560  0.08
H 3.495247 3.292447 -2.814060  0.07
H 5.920047 2.111157 -1.501350  0.06
H 5.376697 1.390837 -0.119310  0.06
O -4.043063 -2.533693 0.914720  -0.08
C -4.729693 -1.292843 1.156200  -0.21
C -3.958273 -0.137403 0.454320  -0.18
O -2.567633 -0.200083 0.858800  -0.14
H -3.117893 -2.319013 1.054640  0.05
H -5.764223 -1.364693 0.820520  0.12
H -4.719423 -1.105263 2.229890  0.11
H -4.281943 0.871307 0.710930  0.12
H -4.039253 -0.345043 -0.612650  0.11
H -2.021383 0.372417 0.315250  0.02
O 0.427837 -1.823353 -2.101760  -0.08
C -0.402243 -0.947653 -1.348690  -0.22
C 0.017797 0.555147 -1.294720  -0.15
O -1.036483 1.329577 -0.669430  -0.09
H -0.009123 -2.677523 -2.069360  0.02
H -1.439543 -1.179603 -1.590200  0.11
H -0.376173 -1.308443 -0.320470  0.08
H 0.299457 0.902297 -2.288830  0.12
H 0.896737 0.629687 -0.654400  0.10
H -0.894393 2.255127 -0.880990  0.04

Forces on atoms 1 to 3 (eV/Å):
C 0.4 0.6 -0.2
O -2.6 1.3 0.0
C 0.3 -0.9 1.2

Output
SMILES = COC[C@H](C)N.COC[C@H](C)N.COC[C@H](C)N.COC[C@H](C)N.OCCO.OCCO
Lowest unoccupied orbital energy = 0.65 eV
E_HOMO = -8.98 eV
Energy relative to the best compared isomer or geometry (same formula, charge and spin) = 148.41 kcal/mol
Spin multiplicity = 1
Frontier orbital gap = 0.3538 Eh
E_tot = -1616.38045 hartree

---

Entry 2:
The following is a DFT calculation (ωB97M-V with the def2-TZVPD basis set) of a molecular structure, C17H13Cl3MnO11S2.

Each line ends with the Löwdin charge.
CARTESIAN COORDINATES (ANGSTROEM)
Mn -0.951287 0.351965 0.325785  1.06
O 0.062223 -0.715699 1.884834  -0.34
S 1.337567 0.030126 1.853198  0.52
O 2.526542 -0.755123 2.031651  -0.29
O 1.287295 0.847350 0.628970  -0.32
C 1.270400 1.134048 3.269509  -0.21
C 2.467252 1.287274 3.955545  -0.06
C 2.555342 2.111184 5.067167  -0.08
C 1.430246 2.790104 5.502455  -0.07
C 0.231305 2.639965 4.820594  -0.06
C 0.132882 1.818840 3.706252  -0.20
S -1.506797 1.753178 2.948275  0.53
O -2.167551 2.946027 3.402592  -0.29
O -2.116220 0.491145 3.258512  -0.28
O -1.178720 1.876111 1.479159  -0.38
H 3.330946 0.737698 3.609641  0.11
H 3.499855 2.214793 5.585487  0.10
H 1.476524 3.440982 6.366019  0.10
H -0.651637 3.175417 5.138288  0.11
C 0.999925 -5.491265 -2.334609  -0.09
O 1.526138 -4.490510 -3.185154  -0.08
C 1.192793 -3.202669 -2.911430  -0.28
C 1.767068 -2.241513 -3.762132  -0.02
C 1.471435 -0.924900 -3.553431  -0.03
C 0.630212 -0.488281 -2.509697  -0.09
C 0.292729 0.912389 -2.380497  -0.34
C 0.721314 1.893404 -3.443352  0.00
O -0.357789 1.363821 -1.436690  0.01
C 0.067123 -1.466238 -1.643107  -0.27
O -0.739796 -1.225651 -0.652599  -0.11
C 0.362497 -2.828927 -1.883017  0.07
H 1.389800 -6.436129 -2.704293  0.09
H -0.092216 -5.507730 -2.371325  0.10
H 1.322083 -5.343659 -1.301181  0.10
H 2.428603 -2.566172 -4.552667  0.11
H 1.912419 -0.187802 -4.210439  0.11
H 1.809012 1.964733 -3.484492  0.09
H 0.304906 2.864869 -3.191656  0.09
H 0.365922 1.579997 -4.425100  0.09
H -0.085965 -3.541164 -1.207768  0.12
Cl -5.721585 0.108092 0.067188  0.60
C -4.856129 0.881200 -1.265289  -1.51
Cl -4.602811 -0.299394 -2.573611  0.58
Cl -5.813022 2.225710 -1.882348  0.59
C -3.436724 1.372213 -0.789448  -0.77
O -3.092888 2.503093 -1.006525  0.06
O -2.801217 0.397098 -0.239265  -0.15

Forces on atoms 1 to 3 (eV/Å):
Mn 0.1 -0.1 -0.1
O -0.3 0.0 0.0
S 0.2 0.2 0.0

Output
Lowest unoccupied orbital energy (spin up / spin down) = 1.42 / 2.52 eV
E_HOMO (spin up / spin down) = -6.09 / -6.16 eV
Spin multiplicity = 5
Frontier orbital gap (spin up / spin down) = 0.2758 / 0.3187 Eh
Total charge = -1
E_tot = -4811.42377 hartree